No. 1
# C37H38ClFN4O11P3RbS3

C37H38ClFN4O11P3RbS3 as an isolated structure at a distorted geometry (ωB97M-V/def2-TZVPD, OMol25).

Computed properties:
highest occupied orbital energy: -3.577 eV
ΔE to the lowest compared entry with this formula, charge and spin: 1.891 eV
orbital gap: 6.82 eV
E: -5282.675584 Eh
charge: -2
E_LUMO: 3.24 eV

Atoms and positions in Å:
Rb: 0.81907 1.11422 0.17178
C: -4.05492 -2.01427 -4.77181
C: -2.70270 -1.34852 -4.98151
S: -1.83183 -0.69542 -3.51966
C: -1.78657 -2.14209 -2.41303
C: -3.00680 -2.38316 -1.50019
S: -3.91353 -0.85410 -1.08074
C: -5.63675 -1.37551 -1.33704
C: -6.00573 -1.90163 -2.72316
S: -5.38155 -0.92514 -4.13427
H: -3.95976 -2.84932 -4.07984
H: -4.41326 -2.39517 -5.73118
H: -2.79870 -0.46451 -5.61416
H: -2.04621 -2.07001 -5.47736
H: -0.92411 -1.90434 -1.79078
H: -1.56963 -3.04381 -2.99007
H: -2.66655 -2.83222 -0.56476
H: -3.72437 -3.05870 -1.96441
H: -6.18777 -0.45620 -1.13555
H: -5.91224 -2.12028 -0.58504
H: -7.09309 -1.89810 -2.82057
H: -5.66244 -2.92486 -2.87075
Cl: 2.47229 -1.37010 1.51741
C: 3.40179 -2.63679 0.82841
C: 4.38186 -3.27695 1.58134
C: 5.15254 -4.27016 1.00545
C: 4.96871 -4.61771 -0.32774
C: 3.99513 -3.97829 -1.07533
C: 3.19377 -2.99051 -0.50762
P: 1.83999 -2.13974 -1.42984
C: 1.22963 -3.67966 -2.25326
C: 1.35405 -3.99843 -3.60037
C: 0.83071 -5.18747 -4.09360
C: 0.17770 -6.07062 -3.24879
C: 0.04028 -5.75831 -1.90170
C: 0.55880 -4.57184 -1.41326
C: 2.78759 -1.33458 -2.77362
C: 2.06389 -0.83755 -3.86064
C: 2.71392 -0.15243 -4.87396
C: 4.08383 0.06134 -4.80537
C: 4.80040 -0.39716 -3.71092
C: 4.15512 -1.08465 -2.69197
H: 4.54088 -2.96826 2.60600
H: 5.91314 -4.77013 1.59233
H: 5.59238 -5.37539 -0.78620
H: 3.85609 -4.23365 -2.11905
H: 1.86032 -3.31601 -4.27017
H: 0.94012 -5.42952 -5.14409
H: -0.23865 -6.99039 -3.64133
H: -0.48370 -6.43679 -1.23937
H: 0.44436 -4.31799 -0.36401
H: 0.98674 -0.95997 -3.89823
H: 2.14534 0.22636 -5.71516
H: 4.59079 0.60185 -5.59575
H: 5.86619 -0.21725 -3.64359
H: 4.71880 -1.41881 -1.83117
O: 3.77381 1.34719 1.80685
P: 2.65642 1.52915 2.96234
O: 3.22771 1.23111 4.29394
O: 1.36167 0.90336 2.53154
O: 2.41302 3.19592 2.83390
P: 1.86441 3.70122 1.41179
O: 2.30937 5.27368 1.54169
O: 0.38180 3.65016 1.27567
O: 2.65336 3.05688 0.29408
H: 3.36054 2.01859 1.18130
H: 1.73285 5.71733 0.90076
N: -3.81614 -0.57538 3.75576
C: -3.16118 -0.89651 2.59119
N: -2.39115 0.04325 2.15580
C: -2.50288 1.07287 3.07821
C: -1.87456 2.31407 3.12372
C: -2.18065 3.13964 4.18829
C: -3.08774 2.76389 5.18660
C: -3.71825 1.53247 5.15984
C: -3.40361 0.69783 4.09509
H: -4.44045 -1.15923 4.27733
H: -3.30711 -1.85151 2.10914
H: -1.14950 2.61423 2.37784
H: -1.68946 4.10169 4.25624
H: -3.29459 3.44522 6.00317
H: -4.41148 1.22931 5.93615
F: -0.37235 4.34110 -7.79231
C: -0.13827 4.72363 -6.51336
C: 0.44051 3.85585 -5.65770
N: 0.78320 4.19920 -4.38163
C: 1.19003 3.14437 -3.45936
C: 0.13954 1.94609 -3.41100
O: -0.72754 1.95508 -4.30527
O: 0.37459 1.11893 -2.50721
C: 0.50025 5.46231 -3.89611
O: 0.78617 5.84752 -2.78180
N: -0.10149 6.30925 -4.81230
C: -0.46057 6.06795 -6.13833
O: -0.94055 6.95541 -6.82486
H: 0.71702 2.87027 -5.98931
H: 1.30724 3.55656 -2.46187
H: 2.13652 2.70734 -3.78568
H: -0.29341 7.23567 -4.46555

No. 2
# C22H39AuCl3N3O3Si

C22H39AuCl3N3O3Si as an isolated structure at a distorted geometry (ωB97M-V/def2-TZVPD, OMol25).

Computed properties:
highest occupied orbital energy (alpha / beta): -6.346 / -8.894 eV
⟨S²⟩: 2.037
2S+1: 3
orbital gap (alpha / beta): 6.69 / 7.25 eV
E: -3057.377042 Eh
E_LUMO (alpha / beta): 0.34 / -1.64 eV

Atoms and positions in Å:
C: -1.99013 1.81974 -4.79681
C: -2.29036 1.73532 -3.30561
H: -2.82559 2.39030 -5.24236
H: -1.94299 0.83987 -5.31032
H: -1.08041 2.41614 -5.01011
C: -3.49018 2.19621 -2.83845
C: -4.50562 2.83423 -3.66792
H: -3.71273 2.05222 -1.79599
H: -4.69666 2.21649 -4.54037
H: -4.17154 3.81302 -4.00303
H: -5.42167 2.95298 -3.10777
Au: 1.47819 -3.03569 0.67041
Cl: 1.12188 3.27181 -2.26795
Cl: 2.58393 -4.70560 -0.39635
H: 5.61400 -3.19243 2.33430
H: 7.23768 -1.72624 0.46184
C: 4.93048 -3.14743 1.46677
C: 6.34032 -1.90989 -0.14775
N: 5.14313 -1.95112 0.67530
H: 3.87792 -3.18159 1.78465
C: 4.53547 -0.78957 1.05508
O: 3.73305 -0.67146 1.97663
H: 6.24686 -1.10638 -0.88593
H: 4.84032 0.06168 0.41417
H: 5.10230 -4.01213 0.81750
H: 6.44811 -2.87485 -0.65364
H: -3.04735 -1.86279 -2.77649
H: -4.47577 0.08114 -1.66493
C: -3.40847 -2.50193 -1.96128
C: -4.76951 -0.70523 -0.95646
N: -3.70480 -1.68934 -0.78619
H: -2.62491 -3.20677 -1.68001
C: -3.64094 -2.29514 0.46028
O: -3.22912 -3.43914 0.68475
H: -4.99726 -0.23811 0.01119
H: -3.98007 -1.63376 1.28949
H: -4.31974 -3.02950 -2.28235
H: -5.68760 -1.18460 -1.33516
O: -0.58556 0.09684 -2.64279
C: -1.43405 1.12653 -2.32798
C: -1.87402 0.65682 0.09629
C: -1.63427 1.59119 -0.92007
H: -1.72092 -0.39159 -0.10565
C: -2.45337 1.07592 1.30487
H: 1.12422 2.29600 -1.42014
C: -1.79090 2.98401 -0.62047
H: -2.79186 0.31745 1.99039
C: -2.59337 2.43340 1.58028
C: -2.25264 3.38484 0.63653
H: -1.68845 3.71081 -1.43188
H: -2.90003 2.75901 2.57653
H: -2.37647 4.46583 0.82234
Si: 0.58074 -0.46591 -3.65957
Cl: -0.73517 -2.91765 0.35632
C: 0.59736 -2.35412 -3.59444
C: 2.02578 -0.29471 -2.47745
C: 0.53522 -0.18022 -5.48859
H: 1.07123 -2.62398 -2.63222
H: 1.27619 -2.59050 -4.43019
H: -0.34349 -2.90405 -3.63401
H: -0.30014 -0.65395 -6.03657
H: 1.42374 -0.69747 -5.86830
H: 0.58910 0.84379 -5.88882
H: 1.93829 0.41489 -1.64167
H: 2.98175 -0.15177 -2.99573
H: 2.04293 -1.29404 -1.98483
C: 0.54699 0.97163 2.75684
C: 0.56488 -0.38817 2.26376
N: 0.88668 -1.46643 1.97111
H: -0.27591 1.11293 3.47017
H: 0.41545 1.67472 1.92121
H: 1.50246 1.18498 3.26677

No. 3
# C2H3BrFNO2

A 2-piece molecular cluster, C2H3BrFNO2 overall at a distorted geometry (ωB97M-V/def2-TZVPD, OMol25).

Computed properties:
highest occupied orbital energy (alpha / beta): -9.087 / -8.445 eV
ΔE to the lowest compared entry with this formula, charge and spin: 1.922 eV
orbital gap (alpha / beta): 8.68 / 7.61 eV
E: -2956.939952 Eh
E_LUMO (alpha / beta): -0.41 / -0.84 eV

Atoms and positions in Å:
C: 1.11786 -0.56011 0.05459
C: -0.28805 -0.69813 -0.48131
N: -0.99692 1.36428 0.33929
O: -0.09546 2.14808 0.40056
O: -2.22020 1.40786 0.40085
F: -0.41168 -0.49754 -1.76119
Br: -1.61343 -1.61217 0.48328
H: 0.99236 -0.32314 1.13641
H: 1.86099 -1.43728 -0.16509
H: 1.65453 0.20813 -0.40739

No. 4
# C9H14O

A 2-piece molecular cluster, C9H14O overall at a distorted geometry (ωB97M-V/def2-TZVPD, OMol25).

Computed properties:
highest occupied orbital energy: -8.190 eV
ΔE to the lowest compared entry with this formula, charge and spin: 2.329 eV
orbital gap: 8.96 eV
E: -426.487198 Eh
E_LUMO: 0.77 eV

Atoms and positions in Å:
C: -2.32830 -3.07663 -1.12731
C: -1.51536 -1.77093 -0.96519
H: -2.24615 -3.63023 -0.17691
H: -3.35377 -2.90467 -1.18487
H: -2.11248 -3.62407 -1.95931
H: -0.62003 -1.77052 -1.49483
H: -1.14930 -1.81530 0.11877
H: -2.16126 -0.92156 -1.24878
C: -0.40350 1.83974 2.36434
C: 0.64099 1.28836 -1.14696
C: -0.20676 1.24157 -0.02688
C: 1.96876 0.96605 -1.01782
C: 0.28775 1.16633 1.29086
C: 2.37861 0.51447 0.34988
C: 1.64122 0.58652 1.53283
O: 2.80877 0.85465 -2.04633
H: 0.28952 1.39927 -2.12774
H: -1.22756 1.41254 -0.22307
H: 3.52038 1.57093 -2.11771
H: 3.44807 0.32410 0.47996
H: -0.21975 1.30507 3.37355
H: -1.48549 1.66398 2.42379
H: 2.14846 0.51099 2.42291
H: -0.10280 2.86934 2.50682

No. 5
# C21H30N2PtSi

C21H30N2PtSi as an isolated structure at a distorted geometry (ωB97M-V/def2-TZVPD, OMol25).

Computed properties:
highest occupied orbital energy (alpha / beta): -13.424 / -14.791 eV
⟨S²⟩: 6.019
ΔE to the lowest compared entry with this formula, charge and spin: 0.000 eV
2S+1: 5
orbital gap (alpha / beta): 8.15 / 5.19 eV
E: -1335.781197 Eh
charge: +2
E_LUMO (alpha / beta): -5.28 / -9.60 eV

Atoms and positions in Å:
C: 1.04581 1.79915 0.29600
C: 0.08445 1.96492 -0.77283
C: -1.23645 1.71108 -0.18800
H: 0.25694 2.39141 -1.75508
C: -1.04959 1.52579 1.21832
C: 0.32287 1.59006 1.50558
H: 0.76307 1.63436 2.50955
H: 2.12345 1.98192 0.19493
H: -2.17332 1.87467 -0.72280
H: -1.85113 1.53791 1.96169
Pt: -0.06951 -0.26376 -0.80152
C: -1.37646 -3.32796 -5.11989
H: -2.11243 -3.37090 -4.31639
H: -1.75615 -2.73722 -5.96183
H: -0.38771 -2.97906 -4.81571
Si: -0.14454 -1.09085 -2.96307
C: 1.61923 -0.96305 -3.54662
C: 2.38423 0.20932 -3.48062
H: 1.98616 1.11524 -3.02084
C: 3.68200 0.22242 -4.00725
H: 4.27319 1.13902 -3.97863
C: 4.22181 -0.93620 -4.57570
H: 5.22638 -0.92172 -5.00916
C: 3.47133 -2.11712 -4.59679
H: 3.88828 -3.02637 -5.02779
C: 2.18239 -2.13648 -4.06357
H: 1.60739 -3.06068 -4.04281
C: -1.29691 0.10910 -3.82216
C: -0.88913 0.71092 -5.01664
H: 0.06593 0.44520 -5.46443
C: -1.70294 1.66646 -5.62504
H: -1.38788 2.13075 -6.55970
C: -2.92526 2.02517 -5.04213
H: -3.56871 2.77420 -5.52402
C: -3.33859 1.41135 -3.85361
H: -4.29592 1.67987 -3.40222
C: -2.52815 0.45017 -3.25000
H: -2.86330 -0.01657 -2.32621
H: -0.66459 -2.48623 -2.79291
H: -1.21105 -4.36786 -5.46656
N: 1.39890 -1.07701 0.57846
C: 1.33366 -2.56966 0.69102
C: 0.08416 -3.00904 1.45052
C: -1.01919 -1.98391 1.69329
N: -1.44957 -1.35018 0.38848
H: 1.31087 -0.63321 1.49848
H: 2.30501 -0.76222 0.22618
H: 1.34181 -2.96110 -0.33604
H: 2.24636 -2.88712 1.20634
H: -0.32721 -3.88203 0.93072
H: 0.39894 -3.38370 2.43054
H: -1.90596 -2.49853 2.09962
H: -0.70148 -1.17776 2.37249
H: -2.24650 -0.74030 0.57547
H: -1.83038 -2.05463 -0.24261

No. 6
# C26H40BClCrN2O4

C26H40BClCrN2O4 as an isolated structure at a distorted geometry (ωB97M-V/def2-TZVPD, OMol25).

Computed properties:
highest occupied orbital energy (alpha / beta): 0.733 / -3.915 eV
⟨S²⟩: 3.829
2S+1: 4
orbital gap (alpha / beta): 1.73 / 6.59 eV
E: -2954.673311 Eh
charge: -1
E_LUMO (alpha / beta): 2.46 / 2.68 eV

Atoms and positions in Å:
Cr: -0.08591 -0.41560 -0.77392
Cl: 0.36445 -2.31155 -2.22045
N: 1.85099 -0.57456 0.11012
N: -2.07872 -0.40387 -1.20373
C: 2.86232 0.29704 -0.01696
C: -2.63689 0.29121 -2.17354
C: 2.48516 -1.75283 0.85334
C: 3.72650 -1.11752 1.51068
C: 2.93015 -2.84223 -0.11393
C: 1.50538 -2.36398 1.84046
H: 3.63018 -2.42396 -0.85068
H: 2.07143 -3.25294 -0.66596
H: 3.43767 -3.64194 0.45061
H: 1.10216 -1.60441 2.51556
H: 2.01157 -3.13629 2.44182
H: 0.65458 -2.84240 1.32591
C: -3.09125 -1.41647 -0.72642
C: -4.23301 -1.23550 -1.73844
C: -3.53530 -1.08925 0.69512
C: -2.54246 -2.83680 -0.72819
H: -2.09921 -3.08455 -1.69834
H: -3.35794 -3.54591 -0.51429
H: -1.76227 -2.98866 0.03720
H: -3.94502 -0.07361 0.72756
H: -2.69923 -1.14724 1.40894
H: -4.31435 -1.80534 1.00258
O: -3.86883 -0.06018 -2.56487
H: -5.19710 -1.01475 -1.25668
H: -4.31153 -2.09967 -2.42252
O: 3.97221 0.11560 0.72732
H: 4.62868 -1.74604 1.46616
H: 3.49873 -0.82307 2.55581
C: 2.70463 1.47248 -0.94390
C: -1.87385 1.40347 -2.85339
C: -0.38536 1.07728 -3.08261
H: -1.90405 2.24801 -2.12417
H: -2.44864 1.68731 -3.76634
C: 0.50005 0.91972 -2.08083
C: 1.83506 1.12762 -2.16760
H: -0.35104 0.60005 -0.06248
C: 2.39332 0.67071 -3.38942
C: 1.46939 0.33303 -4.38545
C: 3.87528 0.36278 -3.46444
C: 0.10084 0.61698 -4.34248
H: 1.86911 -0.04720 -5.32577
C: -0.88278 0.26385 -5.43480
H: -0.29066 -0.08821 -6.29208
H: -1.46152 1.15564 -5.69512
H: -1.57778 -0.53063 -5.11290
H: 4.43643 1.25733 -3.17921
H: 4.07805 0.07077 -4.50470
H: 4.15644 -0.46344 -2.78719
H: 3.73085 1.86747 -1.16779
H: 2.14565 2.24072 -0.35301
C: -0.42569 0.31413 4.78089
C: -0.96743 0.86300 3.48761
C: -2.48309 1.05131 3.58766
O: -0.74164 -0.14330 2.47680
B: -0.48222 0.65379 1.31721
O: -0.31854 2.05766 1.52318
C: -0.23614 2.15742 2.93762
C: -0.90432 3.48789 3.17256
C: 1.25484 2.23483 3.28614
H: -0.95683 -0.61397 5.01491
H: -0.61442 1.04808 5.56196
H: 0.64905 0.10916 4.71474
H: -2.95216 0.08512 3.82286
H: -2.68947 1.74818 4.40506
H: -2.93618 1.42882 2.65567
H: -0.84470 3.68917 4.23330
H: -0.36057 4.24227 2.59542
H: -1.94123 3.47101 2.82279
H: 1.80166 1.29568 3.10734
H: 1.73092 3.01074 2.67174
H: 1.32560 2.51057 4.33993

Question: The highest E belongs to which entry?
Answer: C9H14O

Question: Which value of E does entry 2 give?
Answer: -3057.377042 Eh

Question: Number 1 is which compound?
Answer: C37H38ClFN4O11P3RbS3

Question: The lowest E belongs to which entry?
Answer: C37H38ClFN4O11P3RbS3